(1)
{
  "formula": "C2H5BrNP",
  "method": "ωB97M-V/def2-TZVPD",
  "s_squared": 2.01,
  "spin_multiplicity": 3,
  "gap_ev": [7.9, 7.4],
  "charge": 0,
  "total_energy_ha": -3049.187095,
  "e_above_lowest_kj_mol": 0.0,
  "lumo_ev": [0.82, -2.61],
  "species": ["H", "H", "C", "N", "Br", "H", "H", "P", "C", "H"],
  "xyz": [[-0.3172, -1.3090, -1.2884], [-1.4738, 2.9600, 0.1213], [-0.0977, -1.4267, -0.1638], [-0.5175, 1.0291, 0.2359], [2.1541, 0.5420, -0.3990], [-0.9952, -1.8179, 0.3977], [0.5002, -0.2933, 1.3176], [-0.4378, 2.3775, -0.5504], [0.3446, 0.0051, 0.3573], [0.8401, -2.0668, -0.0282]],
  "lowdin_spin": [0.001, 0.134, 0.022, 0.723, 0.118, 0.000, 0.025, 0.902, 0.074, 0.001]
}

---

(2)
{
  "formula": "C2H5BrO",
  "method": "ωB97M-V/def2-TZVPD",
  "spin_multiplicity": 1,
  "gap_ev": [9.0, 9.0],
  "charge": 0,
  "total_energy_ha": -2728.334795,
  "e_above_lowest_kj_mol": 292.2,
  "lumo_ev": [-0.45, -0.45],
  "species": ["C", "H", "H", "H", "O", "H", "C", "Br", "H"],
  "xyz": [[0.3287, -0.6581, -0.3187], [0.3191, -0.1968, -1.2755], [1.1301, -1.4501, -0.2752], [-1.4629, 2.3093, 0.1778], [-0.9759, 1.6561, -0.4417], [-0.2419, 0.5644, 1.4044], [0.4193, 0.4215, 0.6227], [1.8326, 1.6498, 0.5390], [-0.6055, -1.1667, -0.3516]],
  "nbo_charge": [-0.734, 0.275, 0.246, 0.443, -0.920, 0.215, 0.079, 0.144, 0.253]
}

---

(3)
{
  "formula": "C2H5BrO",
  "method": "ωB97M-V/def2-TZVPD",
  "s_squared": 2.01,
  "spin_multiplicity": 3,
  "gap_ev": [5.9, 6.2],
  "charge": 0,
  "total_energy_ha": -2728.220882,
  "e_above_lowest_kj_mol": 154.6,
  "lumo_ev": [0.83, -4.02],
  "species": ["C", "C", "H", "H", "H", "Br", "O", "H", "H"],
  "xyz": [[0.0293, 0.0239, -0.5978], [-0.3363, 0.0459, 0.9234], [0.2514, 0.7894, 1.5554], [1.9797, -0.3162, -0.0097], [-0.5008, 0.8932, -1.1253], [0.2282, -1.6598, 1.8092], [1.4648, -0.1089, -0.8039], [-1.4157, 0.0539, 1.2366], [-0.3143, -0.8662, -1.2708]],
  "lowdin_spin": [0.049, 0.531, 0.043, 0.001, 0.022, 1.321, 0.003, 0.023, 0.006]
}

---

(4)
{
  "formula": "C2H5BrO2S",
  "method": "ωB97M-V/def2-TZVPD",
  "s_squared": 2.01,
  "spin_multiplicity": 3,
  "gap_ev": [7.2, 7.2],
  "charge": 0,
  "total_energy_ha": -3201.694071,
  "e_above_lowest_kj_mol": 0.0,
  "lumo_ev": [0.03, -3.23],
  "species": ["S", "H", "O", "H", "C", "O", "Br", "H", "C", "H", "H"],
  "xyz": [[-1.9082, -0.5008, 0.4936], [1.4873, -0.5876, -1.2545], [-2.8859, -1.5014, 0.2773], [2.2826, 0.7969, 0.3801], [0.7880, -0.5426, -0.4243], [-0.4860, -0.4690, -0.9410], [-2.7407, 1.4218, -0.0826], [0.7112, 0.7187, 1.4052], [1.1712, 0.6696, 0.3512], [0.6961, 1.4482, -0.4374], [0.8844, -1.4538, 0.2324]],
  "lowdin_spin": [0.616, 0.036, 0.412, 0.000, 0.063, 0.747, 0.097, 0.004, 0.005, 0.001, 0.019]
}

---

(5)
{
  "formula": "C2H5BrS",
  "method": "ωB97M-V/def2-TZVPD",
  "spin_multiplicity": 1,
  "gap_ev": 10.0,
  "charge": 0,
  "total_energy_ha": -3051.352900,
  "e_above_lowest_kj_mol": 83.9,
  "lumo_ev": 0.61,
  "species": ["H", "H", "C", "C", "S", "H", "Br", "H", "H"],
  "xyz": [[2.3266, 0.8073, -0.8537], [-1.1391, 0.1305, 1.5405], [-0.8158, 0.4287, 0.4828], [0.0422, -0.5885, -0.1159], [2.1151, -0.3641, -0.0933], [-0.3230, 1.3277, 0.4535], [-0.6083, -0.9343, -1.8202], [0.1007, -1.4261, 0.4929], [-1.6984, 0.6189, -0.0867]],
  "nbo_charge": [0.142, 0.223, -0.672, -0.282, -0.145, 0.231, 0.067, 0.202, 0.234]
}

---

(6)
{
  "formula": "C2H5CdF14NO5P2S2",
  "method": "ωB97M-V/def2-TZVPD",
  "s_squared": 0.75,
  "spin_multiplicity": 2,
  "gap_ev": [10.4, 6.6],
  "charge": -1,
  "total_energy_ha": -3555.477406,
  "e_above_lowest_kj_mol": 0.0,
  "lumo_ev": [1.89, -1.89],
  "species": ["H", "H", "H", "S", "F", "P", "F", "O", "F", "O", "F", "C", "F", "O", "F", "H", "Cd", "N", "F", "C", "O", "F", "F", "F", "F", "P", "F", "O", "F", "S", "F", "H"],
  "xyz": [[-4.1069, 0.1137, -0.0089], [-4.3599, -0.3820, -1.6355], [-4.9514, -1.4418, -0.3389], [2.1330, -0.1657, 2.5203], [2.9995, -2.2179, -2.5995], [1.8537, -1.0028, -2.4414], [1.7707, 2.6077, -0.8127], [0.8376, -2.9855, 2.4513], [1.2808, 3.4831, 1.2260], [-1.7426, -0.5246, -0.6651], [-0.2564, 3.1415, -1.7010], [-4.1453, -0.7734, -0.6411], [0.8156, -1.9397, -1.5498], [1.9190, 0.7048, 3.6415], [2.5107, -0.5148, -1.0537], [-2.7558, -1.9741, 0.3623], [0.2536, -0.2288, -0.1259], [0.9601, -0.5463, 1.6450], [0.7219, 0.2042, -2.0613], [-2.8162, -1.3956, -0.5595], [3.2341, -1.1200, 2.5664], [2.7302, 0.1742, -3.2161], [-0.0644, 1.8030, 0.1537], [1.0744, -1.3560, -3.8058], [-0.8627, 4.0937, 0.2078], [0.4810, 3.3461, -0.2433], [1.0524, 4.7925, -0.7006], [0.2645, -1.3387, 4.2379], [-1.1572, -1.6423, 2.3470], [0.3901, -1.6852, 2.8120], [2.6768, 0.8811, 1.3681], [-2.7410, -2.1104, -1.3790]],
  "lowdin_spin": [0.001, 0.001, 0.001, 0.000, 0.000, 0.000, 0.000, 0.000, 0.000, 0.790, 0.000, 0.010, 0.000, 0.000, 0.001, 0.024, 0.009, 0.001, 0.000, 0.105, 0.000, 0.000, 0.000, 0.000, 0.000, 0.000, 0.000, 0.000, 0.000, 0.000, 0.000, 0.057]
}

---

(7)
{
  "formula": "C2H5CdMgO3",
  "method": "ωB97M-V/def2-TZVPD",
  "s_squared": 0.75,
  "spin_multiplicity": 2,
  "gap_ev": [6.5, 7.7],
  "charge": 0,
  "total_energy_ha": -672.753739,
  "e_above_lowest_kj_mol": 0.0,
  "lumo_ev": [-0.39, -0.93],
  "species": ["O", "H", "H", "O", "H", "H", "Mg", "Cd", "C", "O", "H", "C"],
  "xyz": [[-0.2771, 0.2982, 2.8080], [1.0852, 0.9200, -1.6883], [0.8996, -1.4278, -1.3779], [0.3882, 0.7267, 0.2680], [-0.4679, -0.9837, -2.4335], [-0.6358, 1.2381, -1.4090], [-0.8650, -0.5223, 1.1650], [1.1284, 1.3971, 1.9081], [0.2061, 0.5854, -1.1082], [-0.9222, -1.5030, -0.4680], [-0.4619, 0.1689, 3.7360], [-0.0779, -0.8976, -1.4001]],
  "lowdin_spin": [0.123, 0.001, 0.000, 0.135, 0.001, 0.001, 0.075, 0.636, 0.010, 0.007, 0.007, 0.004]
}

---

(8)
{
  "formula": "C2H5Cl2N",
  "method": "ωB97M-V/def2-TZVPD",
  "spin_multiplicity": 1,
  "gap_ev": 9.4,
  "charge": 0,
  "total_energy_ha": -1054.307488,
  "e_above_lowest_kj_mol": 67.1,
  "lumo_ev": -0.15,
  "species": ["Cl", "C", "N", "H", "H", "H", "C", "H", "H", "Cl"],
  "xyz": [[1.3874, -1.5121, -0.1544], [0.2928, -0.2279, 0.0688], [-0.0361, -0.1106, 1.4087], [0.6826, 0.0157, 2.0624], [-1.3493, 0.9059, -0.7433], [-0.7527, 0.5003, 1.3677], [-0.6931, -0.0313, -0.9976], [-1.2806, -0.9791, -1.0139], [-0.1629, -0.0087, -1.8777], [1.9118, 1.4477, -0.1208]],
  "nbo_charge": [0.064, 0.359, -0.771, 0.417, 0.241, 0.375, -0.694, 0.251, 0.261, -0.502]
}

---

(9)
{
  "formula": "C2H5Cl2N",
  "method": "ωB97M-V/def2-TZVPD",
  "spin_multiplicity": 1,
  "gap_ev": 9.9,
  "charge": 0,
  "total_energy_ha": -1054.304444,
  "e_above_lowest_kj_mol": 75.1,
  "lumo_ev": 0.81,
  "species": ["H", "Cl", "Cl", "C", "N", "C", "H", "H", "H", "H"],
  "xyz": [[-0.8412, -0.8796, 1.7385], [-0.5730, 0.2085, -1.7725], [-0.1181, 3.1843, 0.2043], [-0.0769, -0.4751, -0.2670], [1.2164, -0.9972, -0.3825], [-0.9302, -0.5016, 0.7498], [0.7780, 2.7581, -0.4858], [-2.0615, -0.2747, 0.6160], [1.4872, -1.1909, 0.5420], [1.1193, -1.8317, -0.9426]],
  "nbo_charge": [0.213, -0.013, -0.247, 0.134, -0.819, -0.489, 0.247, 0.224, 0.371, 0.380]
}

---

(10)
{
  "formula": "C2H5Cl3N3",
  "method": "ωB97M-V/def2-TZVPD",
  "spin_multiplicity": 1,
  "gap_ev": 10.3,
  "charge": 1,
  "total_energy_ha": -1623.739048,
  "e_above_lowest_kj_mol": 0.0,
  "lumo_ev": -4.03,
  "species": ["C", "Cl", "H", "Cl", "N", "Cl", "C", "N", "N", "H", "H", "H", "H"],
  "xyz": [[1.9769, 0.1542, 0.0526], [2.5121, -1.0669, -1.1103], [0.3182, 1.2136, -0.4999], [2.3535, -0.3389, 1.6423], [-0.5721, -1.6739, 0.0449], [2.6878, 1.6553, -0.3731], [-0.5112, -0.4787, 0.0596], [-1.8014, 0.4440, 0.0439], [0.5508, 0.3253, -0.0932], [-1.8436, 1.0259, -0.7284], [-2.6283, -0.0137, 0.0046], [-1.2567, -2.4204, 0.1912], [-1.7859, 1.1742, 0.7657]],
  "nbo_charge": [-0.024, 0.057, 0.408, 0.108, -0.616, 0.103, 0.609, -0.729, -0.661, 0.425, 0.436, 0.436, 0.447]
}

---

(11)
{
  "formula": "C2H5ClFN",
  "method": "ωB97M-V/def2-TZVPD",
  "spin_multiplicity": 1,
  "gap_ev": 10.8,
  "charge": 0,
  "total_energy_ha": -693.952087,
  "e_above_lowest_kj_mol": 152.0,
  "lumo_ev": 0.95,
  "species": ["H", "H", "H", "C", "F", "H", "H", "N", "C", "Cl"],
  "xyz": [[-0.8316, 1.0876, 0.5374], [-0.0395, -0.1821, 1.5207], [0.5886, 0.5074, -1.5508], [0.9891, 0.4273, -0.4241], [1.7828, 1.3634, 0.0119], [-1.1288, -1.4673, 0.1112], [-2.0912, -0.3659, -0.3794], [-0.9998, -0.5331, -0.3100], [-0.2072, 0.2208, 0.4734], [1.9377, -1.0581, 0.0098]],
  "nbo_charge": [0.200, 0.202, 0.212, 0.235, -0.328, 0.364, 0.368, -0.845, -0.293, -0.115]
}

---

(12)
{
  "formula": "C2H5ClFOPS",
  "method": "ωB97M-V/def2-TZVPD",
  "spin_multiplicity": 1,
  "gap_ev": 10.0,
  "charge": 0,
  "total_energy_ha": -1454.070735,
  "e_above_lowest_kj_mol": 5.2,
  "lumo_ev": 0.32,
  "species": ["H", "C", "H", "P", "H", "O", "H", "F", "H", "S", "C", "Cl"],
  "xyz": [[1.5300, -2.0355, 0.5565], [-0.9820, 0.8804, -0.4267], [1.6408, -0.9455, 1.9874], [1.5854, 0.3767, -0.0071], [-0.5584, 1.6846, -1.1121], [0.0049, -0.0693, -0.1765], [-1.7532, 0.4121, -1.0111], [3.3915, -1.2973, 1.0775], [-1.0939, 1.3693, 0.6155], [1.9737, 2.1028, 0.8461], [1.9701, -1.1223, 1.0359], [2.2798, -0.1804, -1.8186]],
  "nbo_charge": [0.208, -0.268, 0.200, 1.408, 0.182, -0.816, 0.210, -0.368, 0.209, -0.476, -0.260, -0.228]
}

---

(13)
{
  "formula": "C2H5ClN2O",
  "method": "ωB97M-V/def2-TZVPD",
  "spin_multiplicity": 1,
  "gap_ev": 7.9,
  "charge": 0,
  "total_energy_ha": -723.928725,
  "e_above_lowest_kj_mol": 544.5,
  "lumo_ev": 0.30,
  "species": ["Cl", "H", "C", "O", "H", "H", "N", "H", "H", "C", "N"],
  "xyz": [[1.2921, -1.1876, -2.7235], [2.0146, 0.6818, -1.5396], [0.4447, -0.1092, -0.4791], [0.4026, 0.8266, 0.4394], [-1.6153, 0.7324, 0.9079], [-0.5240, -0.0990, 2.0497], [1.3903, -0.1056, -1.3958], [-1.3741, -1.5696, 0.1120], [-0.5503, 1.6867, 1.9856], [-0.6409, 0.7721, 1.4013], [-0.8397, -1.6285, -0.7577]],
  "nbo_charge": [0.229, 0.412, 0.675, -0.499, 0.207, 0.199, -0.608, 0.274, 0.201, -0.248, -0.842]
}

---

(14)
{
  "formula": "C2H5ClN2OS",
  "method": "ωB97M-V/def2-TZVPD",
  "spin_multiplicity": 1,
  "gap_ev": 9.4,
  "charge": 0,
  "total_energy_ha": -1122.180754,
  "e_above_lowest_kj_mol": 379.9,
  "lumo_ev": 0.00,
  "species": ["O", "C", "H", "H", "H", "H", "N", "C", "N", "S", "H", "Cl"],
  "xyz": [[-0.6014, -1.8016, 2.0253], [-0.3530, 1.4098, 0.2620], [-0.3560, -2.2846, 1.1232], [-1.0412, 1.5501, -0.6439], [1.4180, -1.6527, -0.3841], [-0.9781, 1.8741, 1.0082], [0.2471, -1.1768, -0.4221], [-0.2132, -0.0710, 0.4993], [-0.4950, -0.5106, 1.6719], [-0.4055, -1.0593, -2.0257], [-1.4461, -2.0762, -1.6028], [1.1079, 2.2194, 0.1995]],
  "nbo_charge": [-0.500, -0.491, 0.460, 0.237, 0.434, 0.255, -0.900, 0.279, -0.094, 0.172, 0.129, 0.021]
}

---

(15)
{
  "formula": "C2H5ClN2S",
  "method": "ωB97M-V/def2-TZVPD",
  "spin_multiplicity": 1,
  "gap_ev": 10.2,
  "charge": 0,
  "total_energy_ha": -1047.063534,
  "e_above_lowest_kj_mol": 44.0,
  "lumo_ev": 0.55,
  "species": ["Cl", "N", "H", "H", "H", "C", "S", "H", "C", "H", "N"],
  "xyz": [[-2.3717, -0.6095, -0.3551], [0.3821, 1.7529, -0.5142], [-1.9862, 1.5142, 0.6653], [0.6825, -1.0171, 1.3020], [1.4269, 1.6963, -0.5657], [-1.3935, 0.5055, 0.7430], [2.4160, -0.4960, -0.1115], [-1.3127, 0.0227, 1.7079], [0.0093, 0.7019, 0.1538], [2.1903, -1.1660, -1.2244], [0.8990, -0.3239, 0.5935]],
  "nbo_charge": [-0.081, -0.647, 0.263, 0.411, 0.347, -0.405, 0.197, 0.222, 0.402, 0.096, -0.806]
}

---

(16)
{
  "formula": "C2H5ClN2S",
  "method": "ωB97M-V/def2-TZVPD",
  "spin_multiplicity": 1,
  "gap_ev": 9.1,
  "charge": 0,
  "total_energy_ha": -1046.940246,
  "e_above_lowest_kj_mol": 367.7,
  "lumo_ev": 0.00,
  "species": ["H", "S", "C", "H", "H", "N", "H", "H", "N", "C", "Cl"],
  "xyz": [[1.2550, -1.8656, -0.6553], [-1.0946, -1.5143, 0.1841], [0.4766, -0.9529, -0.6943], [0.2537, -0.7427, -1.8000], [-0.3754, 1.4728, 1.5164], [-1.6935, -0.0288, 0.6997], [1.8102, 0.2330, 0.5708], [0.8044, 1.2648, -0.6290], [-0.0151, 0.6139, 1.2572], [0.8823, 0.3974, 0.0586], [-2.3036, 1.1223, -0.5082]],
  "nbo_charge": [0.246, 0.458, -0.570, 0.233, 0.358, -0.505, 0.235, 0.207, -0.426, -0.290, 0.053]
}

---

(17)
{
  "formula": "C2H5ClNO",
  "method": "ωB97M-V/def2-TZVPD",
  "spin_multiplicity": 1,
  "gap_ev": [6.4, 7.5],
  "charge": -1,
  "total_energy_ha": -669.267208,
  "e_above_lowest_kj_mol": 587.9,
  "lumo_ev": [4.30, 4.36],
  "species": ["H", "C", "H", "O", "H", "C", "H", "N", "H", "Cl"],
  "xyz": [[-0.2339, -1.3317, -0.9574], [-0.4951, -0.3099, -0.7083], [-0.1874, -0.4626, 1.3331], [1.7674, 1.9356, -0.2288], [-1.8045, -0.9127, 0.9728], [-1.0304, -0.2354, 0.6898], [-1.5927, 0.8107, 0.8258], [1.8219, 0.8143, -0.7322], [-0.9139, 0.2188, -1.4890], [2.6685, -0.5271, 0.2944]],
  "nbo_charge": [0.147, -0.335, 0.228, -0.476, 0.180, -0.674, 0.178, -0.031, 0.145, -0.361]
}

---

(18)
{
  "formula": "C2H5ClNO3P",
  "method": "ωB97M-V/def2-TZVPD",
  "spin_multiplicity": 1,
  "gap_ev": 7.6,
  "charge": -2,
  "total_energy_ha": -1161.330238,
  "e_above_lowest_kj_mol": 124.5,
  "lumo_ev": 5.30,
  "species": ["H", "Cl", "H", "P", "H", "C", "H", "N", "O", "C", "O", "O", "H"],
  "xyz": [[-1.2222, -0.0325, 0.8656], [3.1015, -9.8421, 4.6407], [1.5500, 0.2922, -0.8419], [-0.7963, 2.2816, -1.0283], [-0.6004, -1.1756, -0.3206], [0.7409, 0.6750, -0.1461], [-1.1290, 0.4364, -1.8998], [-0.4645, 1.1364, -2.1356], [-0.1558, 3.5893, -1.2832], [-0.2429, -0.3685, 0.5132], [-2.0107, 2.1237, -0.1602], [0.9387, 1.7640, 0.4272], [0.2907, -0.8797, 1.3691]],
  "nbo_charge": [0.259, -1.000, 0.151, 2.340, 0.198, 0.372, 0.334, -1.265, -1.111, -0.714, -1.138, -0.646, 0.219]
}

---

(19)
{
  "formula": "C2H5ClO2S2",
  "method": "ωB97M-V/def2-TZVPD",
  "spin_multiplicity": 1,
  "gap_ev": [3.6, 3.6],
  "charge": 0,
  "total_energy_ha": -1486.070644,
  "e_above_lowest_kj_mol": 325.6,
  "lumo_ev": [-5.00, -4.98],
  "species": ["H", "C", "H", "C", "H", "O", "S", "H", "S", "H", "Cl", "O"],
  "xyz": [[-1.1582, -1.4518, 0.1723], [-2.6326, 0.2648, 0.0217], [-2.6067, -1.4001, -1.1907], [-1.8184, -0.8942, -0.5283], [-3.6264, 0.1589, 0.6023], [-2.4603, 2.6623, -2.8157], [-1.0082, 2.7473, -2.6532], [-3.0275, 0.9250, -0.8022], [-1.5533, 1.4118, 0.8025], [-1.1616, -0.3845, -1.2757], [-0.2301, 3.3461, -4.6168], [-0.3703, 1.4776, -2.4250]],
  "nbo_charge": [0.240, -0.668, 0.248, -0.657, 0.279, -0.917, 1.661, 0.316, 0.528, 0.272, -0.359, -0.941]
}

---

(20)
{
  "formula": "C2H5ClO3S",
  "method": "ωB97M-V/def2-TZVPD",
  "spin_multiplicity": 1,
  "gap_ev": [8.6, 8.5],
  "charge": 0,
  "total_energy_ha": -1163.155372,
  "e_above_lowest_kj_mol": 331.0,
  "lumo_ev": [-1.87, -1.87],
  "species": ["C", "O", "C", "H", "H", "O", "H", "Cl", "S", "O", "H", "H"],
  "xyz": [[0.5480, 0.5367, -0.0923], [-0.6732, -2.2051, -0.4660], [-0.6539, -0.0726, 0.4523], [-0.7626, -0.4379, 1.4569], [-1.0089, -1.9641, -1.3339], [-1.9606, -0.0511, -1.8487], [0.4400, 0.6821, -1.1670], [-3.5525, -0.8213, 0.3463], [-2.1210, 0.3234, -0.4795], [-2.4345, 1.6907, -0.1906], [1.4398, -0.0530, 0.1211], [0.6841, 1.5220, 0.3793]],
  "nbo_charge": [-0.718, -0.803, -0.094, 0.252, 0.448, -0.894, 0.258, -0.155, 2.062, -0.891, 0.272, 0.262]
}